Here is a cluster of 2 separate species, C2H3NO3 in total in a non-equilibrium geometry from the OMol25 dataset. Energies are from ωB97M-V with the def2-TZVPD basis set.

Output
Highest occupied orbital energy (eV): -9.24
SMILES string: C=C=O.O=NO
Molecular weight (g/mol): 89.0
Energy (Eh): -358.3308
Relative energy (zero: lowest compared OMol25 entry of this formula, charge and spin) (kJ/mol): 522.2
Kohn-Sham gap (eV): 9.13

Each atom is followed by the atoms it is bonded to, with distances in Å.
Cartesian coordinates (Å):
1 C 0.02 0.62 -0.36  C2 1.282, H4 1.105, H5 1.106
2 C 0.58 1.69 0.07  C1 1.282, O3 1.133
3 O 1.11 2.64 0.38  C2 1.133
4 H -0.79 0.06 0.15  C1 1.105
5 H 0.55 0.10 -1.18  C1 1.106
6 O 3.42 0.05 -0.44  N7 1.200
7 N 2.35 -0.49 -0.38  O6 1.200, O8 1.411
8 O 2.10 -1.14 0.85  N7 1.411, H9 1.017
9 H 1.39 -1.81 0.58  O8 1.017